{
  "formula": "C33H69N3O22Zr",
  "method": "wB97M-V/def2-TZVPD",
  "total_charge": 2,
  "de_lowest_kj_mol": 64.0,
  "e_homo_ev": -13.757,
  "homo_lumo_gap_ha": 0.2342,
  "species": ["Zr", "O", "C", "C", "O", "H", "H", "H", "H", "C", "N", "O", "O", "H", "H", "H", "C", "N", "O", "O", "H", "H", "H", "C", "N", "O", "O", "H", "H", "H", "O", "C", "O", "C", "C", "C", "H", "H", "H", "H", "H", "H", "H", "H", "O", "C", "O", "C", "C", "C", "H", "H", "H", "H", "H", "H", "H", "H", "O", "C", "O", "C", "C", "C", "H", "H", "H", "H", "H", "H", "H", "H", "O", "C", "O", "C", "C", "C", "H", "H", "H", "H", "H", "H", "H", "H", "O", "C", "O", "C", "C", "C", "H", "H", "H", "H", "H", "H", "H", "H", "O", "C", "O", "C", "C", "C", "H", "H", "H", "H", "H", "H", "H", "H", "O", "C", "O", "C", "C", "C", "H", "H", "H", "H", "H", "H", "H", "H"],
  "positions_angstrom": [[-2.3236, -0.3602, -1.6988], [-1.2188, -0.7525, 0.1227], [0.1488, -0.3645, 0.0564], [0.5354, 0.5954, -1.1040], [-0.4293, 0.6150, -2.1569], [0.7453, -1.2653, -0.1250], [0.5032, 0.0472, 1.0041], [1.4925, 0.2493, -1.5002], [0.6452, 1.5955, -0.6761], [2.7082, 0.2511, -4.5420], [2.5961, -0.7749, -5.6011], [2.9305, -1.9051, -5.3299], [2.1093, -0.4048, -6.6502], [3.5679, 0.8590, -4.8152], [2.8347, -0.2059, -3.5628], [1.7552, 0.7735, -4.4938], [2.2429, 3.0739, 2.4260], [0.8574, 3.1102, 3.0028], [0.3982, 4.1878, 3.2864], [0.2122, 2.0789, 3.1313], [2.1133, 2.9983, 1.3450], [2.8955, 2.2519, 2.7133], [2.6826, 4.0364, 2.6696], [3.1301, 3.2622, -2.0083], [3.3572, 4.2539, -3.0948], [2.4465, 5.0651, -3.2315], [4.3379, 4.1622, -3.7778], [3.3592, 2.2461, -2.3244], [2.0868, 3.3065, -1.7100], [3.7757, 3.5002, -1.1642], [4.2181, 0.4263, 4.3581], [4.0273, -0.7614, 4.4947], [2.8111, -1.3230, 4.4119], [1.7052, -0.4960, 4.0618], [0.5432, -1.3274, 3.5589], [5.1192, -1.7254, 4.8031], [2.0627, 0.1190, 3.2352], [1.4549, 0.1554, 4.8997], [0.0103, -1.9492, 4.2785], [1.0232, -1.9449, 2.7960], [-0.2293, -0.6470, 3.1942], [4.6458, -2.6804, 5.0421], [5.6681, -1.3809, 5.6765], [5.7948, -1.9963, 3.9940], [-2.9206, -2.7062, -0.9677], [-3.3627, -3.7174, -0.4362], [-2.6732, -4.4583, 0.4191], [-1.3849, -4.0003, 0.8922], [-0.7515, -5.0306, 1.8125], [-4.6816, -4.3158, -0.7917], [-1.4756, -3.0236, 1.3648], [-0.8054, -3.9638, -0.0340], [-0.7462, -6.0270, 1.3745], [-1.1550, -5.0622, 2.8251], [0.2849, -4.7560, 2.0218], [-4.9894, -5.0769, -0.0780], [-4.5388, -4.8758, -1.7222], [-5.5041, -3.6414, -1.0172], [3.7114, -2.3501, 1.5466], [3.8311, -2.0467, 0.3843], [3.7351, -0.8668, -0.1796], [3.6423, 0.2889, 0.6785], [4.9891, 0.7240, 1.1769], [4.1848, -3.1172, -0.6550], [2.8935, 0.1167, 1.4516], [3.2610, 1.1425, 0.1111], [5.4454, 0.0296, 1.8816], [4.9515, 1.6722, 1.7148], [5.6410, 0.8589, 0.3126], [4.2720, -4.0911, -0.1795], [5.1270, -2.9216, -1.1657], [3.3999, -3.1843, -1.4110], [-2.9727, 1.6212, -2.6736], [-3.3177, 2.7927, -2.8240], [-2.5646, 3.7933, -3.2058], [-1.3995, 3.5518, -4.0318], [-0.9453, 4.8339, -4.6719], [-4.6703, 3.2971, -2.3983], [-1.5516, 2.7928, -4.7989], [-0.6041, 3.2239, -3.3586], [-0.3614, 5.4319, -3.9761], [-1.8221, 5.3543, -5.0629], [-0.3483, 4.6505, -5.5646], [-5.4394, 2.5716, -2.6661], [-4.8594, 4.2742, -2.8315], [-4.7620, 3.3649, -1.3123], [-2.6706, -2.4814, 4.8418], [-2.8908, -1.4655, 4.2433], [-2.6749, -0.2232, 4.6824], [-2.3620, -0.0072, 6.0587], [-1.4859, 1.2434, 6.1166], [-3.5674, -1.4827, 2.8548], [-1.8652, -0.8123, 6.5966], [-3.2646, 0.2303, 6.6244], [-1.1454, 1.3707, 7.1468], [-2.0401, 2.1815, 6.0190], [-0.7033, 1.2594, 5.3618], [-3.5719, -2.5533, 2.6516], [-2.9213, -1.0369, 2.0962], [-4.5489, -1.0202, 2.9164], [-1.1239, -2.1107, -2.6246], [-0.4955, -2.9460, -3.2682], [-1.0268, -3.7355, -4.1786], [-2.3410, -3.5116, -4.6599], [-2.6927, -4.5942, -5.6644], [0.9418, -3.3384, -2.9848], [-2.4408, -2.5662, -5.1992], [-3.1039, -3.5719, -3.8803], [-2.5208, -5.5571, -5.1696], [-2.0685, -4.6129, -6.5536], [-3.7673, -4.6687, -5.8235], [1.0346, -4.0527, -2.1684], [1.4629, -2.4267, -2.6900], [1.3833, -3.7075, -3.9070], [-2.4221, 1.9196, -0.0598], [-2.5584, 2.5368, 0.9791], [-2.4098, 3.8530, 1.1611], [-2.1103, 4.6566, 0.0077], [-0.6521, 4.6431, -0.4359], [-2.8447, 1.8143, 2.2516], [-2.3119, 5.6722, 0.3495], [-2.8527, 4.4620, -0.7607], [-0.4016, 3.6433, -0.8094], [-0.0044, 4.8311, 0.4192], [-0.4563, 5.3045, -1.2776], [-2.6609, 2.4080, 3.1446], [-2.1297, 0.9992, 2.3713], [-3.8272, 1.3456, 2.2718]],
  "forces_ev_per_angstrom": [[7.386, 0.755, 3.121], [-1.695, 1.409, -3.713], [0.638, -0.534, -0.453], [-0.771, -0.247, 0.321], [-3.179, -1.726, 1.387], [-0.182, -0.298, 0.241], [-0.318, 0.090, 0.106], [0.099, 0.176, -0.023], [-0.051, 0.220, -0.336], [-0.081, 0.159, 0.576], [-0.840, 0.068, -0.080], [0.184, -0.365, -0.012], [0.282, -0.160, 0.152], [-0.218, 0.294, 0.121], [0.416, -0.333, -0.230], [0.213, 0.368, -0.435], [0.133, 0.491, -0.485], [-0.425, -0.451, 0.393], [0.380, 0.460, -0.150], [0.617, -0.359, -0.466], [-0.182, 0.135, -0.014], [-0.561, -0.176, 0.687], [0.050, -0.082, -0.004], [0.032, -0.503, 0.613], [-1.386, -0.036, 0.014], [0.564, -0.127, -0.057], [0.377, -0.003, -0.014], [0.242, 0.197, -0.361], [0.042, 0.245, -0.048], [0.060, 0.178, -0.115], [-0.361, 0.118, -0.277], [0.183, 0.717, -0.360], [0.050, -0.811, 0.301], [0.197, 0.532, 0.073], [0.376, -0.050, 0.203], [-0.575, -1.437, 0.552], [-0.263, 0.296, 0.135], [0.012, 0.024, -0.004], [0.500, -0.118, 0.285], [-0.678, -0.192, -0.312], [0.194, 0.019, -0.469], [0.083, 0.031, 0.253], [0.136, 0.099, -0.155], [-0.023, 0.704, -0.239], [-0.066, 2.008, -0.245], [-0.078, -1.214, 0.758], [-1.383, 0.619, -0.190], [0.942, -0.477, -0.373], [0.077, 0.130, 0.422], [-0.212, -0.942, -0.332], [-0.069, 0.029, -0.219], [0.334, 0.530, 0.229], [-0.102, 0.016, 0.000], [-0.592, -0.046, -0.228], [0.092, 0.156, -0.463], [0.009, 0.231, 0.183], [0.199, 0.023, -0.059], [0.288, 0.410, 0.314], [-0.308, 1.192, -0.077], [0.921, -3.032, -0.036], [-0.346, 1.813, -0.352], [-0.356, 0.560, 0.391], [0.603, -0.165, 0.312], [-0.301, 0.027, 0.070], [0.266, -0.296, 0.187], [-0.202, -0.463, -0.625], [-0.061, -0.162, -0.155], [-0.224, 0.048, -0.088], [0.122, -0.023, 0.080], [-0.081, 0.134, 0.192], [-0.059, 0.296, 0.023], [0.079, 0.117, -0.071], [0.358, -2.183, -0.530], [-0.775, 2.050, 1.448], [-0.616, -1.227, -0.897], [1.955, -0.217, 0.175], [-0.595, 0.328, -0.325], [-0.232, -0.471, -0.052], [-0.606, -0.151, 0.313], [-0.150, -0.398, -0.042], [-0.183, 0.247, -0.120], [0.086, 0.330, 0.257], [0.232, -0.283, 0.209], [0.013, 0.096, -0.296], [-0.111, -0.079, -0.016], [0.402, 0.030, 0.052], [0.279, 0.177, 0.223], [-0.815, -0.056, -0.633], [-0.250, -0.369, -0.167], [0.635, 1.517, 0.934], [-0.542, 0.515, 0.600], [1.285, -0.648, 0.729], [-0.029, -0.467, -0.729], [-0.289, -0.339, -0.298], [0.648, -0.383, -0.160], [-0.359, -0.230, -0.566], [0.256, -0.200, 0.283], [-0.668, 0.040, -0.231], [-0.167, 0.326, 0.101], [-0.019, -0.083, -0.165], [-0.945, 1.588, -0.333], [0.541, -1.961, 0.196], [0.565, 0.859, 0.319], [-1.766, -0.173, -1.264], [0.405, -1.403, 1.043], [-0.339, 1.179, -0.351], [0.431, 0.328, 0.458], [0.401, 0.238, 0.405], [0.285, -0.014, -0.013], [-0.319, 0.347, -0.176], [0.052, 0.651, -0.535], [-0.278, -0.133, -0.082], [0.095, -0.053, 0.065], [0.067, -0.203, 0.144], [-0.208, 0.132, -1.777], [0.110, 0.032, 1.989], [0.198, -1.309, -0.761], [0.058, 1.536, -0.015], [-0.290, -1.526, -0.091], [0.483, -0.180, 0.828], [-0.180, -0.078, 0.120], [0.287, -0.245, -0.200], [0.036, -0.071, 0.040], [0.022, 0.362, -0.091], [-0.119, 0.388, 0.285], [-0.412, 0.298, -0.169], [0.041, -0.033, -0.395], [-0.115, 0.277, -0.109]],
  "lowdin_charge": [2.17, -0.34, -0.25, -0.26, -0.34, 0.11, 0.10, 0.09, 0.09, 0.03, -0.45, 0.07, 0.09, 0.11, 0.08, 0.09, 0.07, -0.40, 0.10, 0.04, 0.08, 0.07, 0.11, 0.03, -0.44, 0.05, 0.11, 0.08, 0.07, 0.11, 0.08, -0.54, 0.00, -0.23, -0.04, 0.03, 0.07, 0.13, 0.08, 0.08, 0.06, 0.09, 0.10, 0.09, -0.06, -0.49, 0.04, -0.18, -0.03, 0.05, 0.10, 0.12, 0.09, 0.09, 0.09, 0.11, 0.10, 0.10, 0.12, -0.55, 0.00, -0.22, -0.04, 0.04, 0.09, 0.09, 0.08, 0.08, 0.09, 0.09, 0.09, 0.06, -0.10, -0.48, 0.05, -0.19, -0.04, 0.06, 0.14, 0.11, 0.07, 0.09, 0.10, 0.10, 0.11, 0.10, 0.12, -0.54, -0.03, -0.19, -0.06, 0.03, 0.13, 0.13, 0.09, 0.08, 0.05, 0.08, 0.04, 0.09, -0.08, -0.44, 0.06, -0.22, -0.05, 0.07, 0.13, 0.11, 0.09, 0.09, 0.09, 0.11, 0.08, 0.10, 0.02, -0.48, 0.04, -0.17, -0.03, 0.03, 0.14, 0.09, 0.05, 0.08, 0.09, 0.10, 0.06, 0.10]
}